Record 1
Formula: C12H14BrCl2F5KN2O
Source: OMol25
Level of theory: ωB97M-V/def2-TZVPD

XYZ file:
```
38
Properties=species:S:1:pos:R:3:forces:R:3
K 0.170 1.371 -0.513 -0.91 -0.99 1.73
C -1.868 -3.670 3.140 0.11 0.03 -0.04
C -1.765 -2.184 2.976 -0.14 0.18 0.44
C -1.999 -1.306 4.036 0.16 0.23 -0.58
C -1.862 0.062 3.827 -0.08 -0.33 0.24
C -1.505 0.483 2.560 -0.02 -0.12 -0.37
Br -1.350 2.341 2.206 -0.08 0.08 0.20
N -1.295 -0.323 1.537 -0.01 0.24 0.23
C -1.416 -1.629 1.756 -0.01 0.13 -0.03
H -2.466 -3.925 4.014 -0.02 -0.06 -0.01
H -0.871 -4.094 3.268 -0.02 -0.11 0.03
H -2.312 -4.123 2.256 -0.03 -0.08 0.02
H -2.295 -1.684 5.005 0.00 -0.03 0.10
H -2.039 0.775 4.616 0.01 0.06 0.04
H -1.230 -2.261 0.900 0.01 -0.10 -0.11
N 4.258 0.754 0.887 0.39 0.12 0.30
C 3.138 1.054 -0.008 1.08 -0.22 -0.91
O 1.998 1.195 0.589 1.15 0.02 1.77
C 3.579 1.856 -1.224 0.07 0.34 0.33
C 3.249 0.393 -1.399 -0.17 -0.38 0.02
H 3.894 0.158 1.622 -0.05 -0.07 -0.08
H 4.982 0.247 0.391 0.06 -0.10 0.08
H 4.621 2.143 -1.277 0.13 0.05 -0.04
H 2.901 2.574 -1.662 -0.14 0.07 0.01
H 4.063 -0.293 -1.605 0.05 -0.09 -0.07
H 2.333 0.166 -1.936 0.03 -0.05 -0.02
F 0.086 2.972 -2.060 -0.25 1.43 -0.90
C -0.576 2.183 -3.037 0.15 -0.12 -1.05
F -1.228 1.184 -2.210 -1.53 -0.03 -1.46
C -1.732 3.055 -3.485 -0.43 0.09 -0.25
F -1.307 4.208 -4.032 0.30 0.06 0.08
F -2.454 2.434 -4.449 0.04 -0.25 0.07
F -2.658 3.421 -2.551 0.09 -0.03 0.27
Cl -1.854 -3.324 -3.144 -0.17 -0.34 -0.08
C -1.025 -1.781 -2.912 -0.12 0.32 -0.24
Cl 0.071 -1.840 -1.541 0.20 0.01 0.12
H -1.780 -1.023 -2.727 0.20 0.00 -0.04
H -0.456 -1.567 -3.815 -0.07 0.05 0.22
```
Positions in Å, forces in eV/Å.

Results
Relative energy (zero: lowest compared OMol25 entry of this formula, charge and spin) in kJ/mol: 153.0
Orbital gap in eV: 5.5496
LUMO level in eV: 2.23
HOMO energy in eV: -3.319
Charge: -1



Record 2
Formula: C2H3NO3
Source: OMol25
Level of theory: ωB97M-V/def2-TZVPD

XYZ file:
```
9
Properties=species:S:1:pos:R:3:forces:R:3
C -0.431 1.047 -0.679 0.31 -0.65 0.36
C -2.484 -0.554 0.661 -2.39 0.33 -1.33
N 0.404 -0.998 0.241 1.37 0.82 -0.57
O -1.059 1.323 0.312 0.84 0.92 -1.19
O -3.279 -0.165 -0.066 1.39 -0.84 1.48
O 0.265 -0.067 -0.860 1.19 -1.27 0.43
H -0.181 1.450 -1.673 -1.08 1.57 0.29
H -0.533 -1.262 0.349 -1.36 -0.80 0.85
H 0.674 -0.442 1.062 -0.27 -0.07 -0.32
```
Positions in Å, forces in eV/Å.

Results
Relative energy (zero: lowest compared OMol25 entry of this formula, charge and spin) in kJ/mol: 338.2
Orbital gap in eV: 11.7052
LUMO level in eV: 0.93
HOMO energy in eV: -10.771



Record 3
Formula: C36H21ClFN2O5P
Source: OMol25
Level of theory: ωB97M-V/def2-TZVPD

XYZ file:
```
67
Properties=species:S:1:pos:R:3:forces:R:3
O -2.903 0.969 -7.320 0.25 0.35 0.56
C -2.454 1.551 -6.340 -0.52 -0.71 -1.15
C -2.411 3.027 -6.299 -0.12 0.57 -0.28
C -2.908 3.765 -7.382 -0.01 0.32 0.02
C -2.907 5.159 -7.334 0.04 -0.36 0.09
C -2.415 5.820 -6.209 0.12 -0.30 0.22
C -1.904 5.087 -5.137 -0.12 0.21 -0.24
C -1.896 3.687 -5.185 -0.17 0.55 -0.28
C -1.337 2.921 -4.054 0.61 0.67 1.18
O -0.835 3.502 -3.099 -0.28 -0.34 -0.53
C -1.398 1.446 -4.085 0.12 -0.56 0.30
C -0.903 0.709 -3.001 -0.05 -0.28 -0.03
C -0.987 -0.684 -3.006 -0.01 0.33 -0.07
C -1.564 -1.344 -4.091 -0.10 0.33 -0.26
C -2.044 -0.612 -5.179 0.11 -0.19 0.25
C -1.957 0.786 -5.179 0.08 -0.58 0.29
H -3.299 3.256 -8.261 0.12 -0.04 0.30
H -3.297 5.731 -8.174 0.07 -0.13 0.15
H -2.426 6.907 -6.167 0.02 -0.21 0.01
H -1.516 5.609 -4.264 -0.03 -0.29 -0.15
H -0.456 1.218 -2.148 -0.18 0.00 -0.35
H -0.606 -1.254 -2.162 -0.06 0.15 -0.11
H -1.638 -2.429 -4.091 0.01 0.21 -0.02
H -2.490 -1.135 -6.024 0.10 0.30 0.12
O 0.113 -6.400 3.844 0.30 0.55 0.31
C 0.651 -5.425 4.356 -0.63 -1.14 -0.63
C 0.731 -5.300 5.825 -0.12 -0.24 0.60
C 0.207 -6.314 6.637 0.04 0.03 0.31
C 0.314 -6.222 8.026 0.03 0.07 -0.36
C 0.945 -5.122 8.606 0.09 0.22 -0.31
C 1.452 -4.102 7.800 -0.12 -0.23 0.22
C 1.339 -4.188 6.407 -0.10 -0.29 0.57
C 1.863 -3.096 5.562 0.61 1.24 0.59
O 2.348 -2.094 6.075 -0.30 -0.62 -0.30
C 1.801 -3.230 4.093 0.12 0.25 -0.56
C 2.328 -2.216 3.283 0.00 -0.05 -0.34
C 2.304 -2.350 1.893 -0.02 -0.05 0.37
C 1.756 -3.493 1.311 -0.13 -0.22 0.33
C 1.218 -4.498 2.117 0.13 0.26 -0.22
C 1.235 -4.364 3.512 0.16 0.22 -0.59
H -0.282 -7.179 6.191 0.17 0.28 -0.06
H -0.089 -7.013 8.655 0.07 0.14 -0.14
H 1.040 -5.056 9.688 -0.02 0.01 -0.21
H 1.938 -3.244 8.260 -0.11 -0.14 -0.29
H 2.761 -1.323 3.730 -0.14 -0.30 0.06
H 2.717 -1.563 1.266 -0.12 -0.12 0.11
H 1.746 -3.601 0.229 -0.02 0.02 0.21
H 0.789 -5.386 1.655 0.05 0.17 0.29
O 5.262 3.741 -1.247 -2.82 -0.32 1.51
P 3.820 4.750 -1.108 0.75 0.24 0.86
Cl 3.331 5.471 -3.065 0.29 -1.32 0.98
C 2.422 3.552 -0.510 -3.55 -2.82 0.54
C 2.548 1.957 -0.808 -2.23 -0.16 1.36
N 1.564 0.892 -0.411 0.37 7.15 1.01
C 0.425 1.539 0.323 -0.81 -0.75 0.40
C -0.765 0.522 0.902 -2.11 1.84 1.35
F -0.688 -0.972 0.687 0.03 4.81 0.54
C -2.085 1.054 1.724 3.25 1.28 -1.77
C -2.291 2.664 1.984 4.60 -0.59 -2.67
C -1.118 3.678 1.413 -0.97 -3.23 0.31
C 0.234 3.128 0.608 -0.54 -0.21 0.37
N 1.239 4.162 0.187 1.51 -6.01 -1.44
H 5.224 3.187 -0.389 0.27 1.11 -1.86
H 3.533 1.592 -1.372 -2.52 0.78 1.31
H -2.873 0.257 2.129 2.04 1.94 -1.09
H -3.240 3.059 2.546 2.18 -0.83 -1.27
H -1.211 4.856 1.574 0.28 -2.97 -0.43
```
Positions in Å, forces in eV/Å.

Results
Orbital gap in eV: 6.9061
Structure (SMILES): O=C1c2ccccc2C(=O)c2ccccc21.O=C1c2ccccc2C(=O)c2ccccc21.OP(Cl)c1cnc2c(F)cccc2n1
LUMO level in eV: -2.01
HOMO energy in eV: -8.914



Record 4
Formula: C54H84N3O32S4
Source: OMol25
Level of theory: ωB97M-V/def2-TZVPD

XYZ file:
```
177
Properties=species:S:1:pos:R:3:forces:R:3
N 6.392 -0.827 3.051 -0.30 0.10 -0.24
C 5.349 -0.703 2.348 0.16 -0.22 0.02
C 3.976 -0.558 2.994 0.32 0.73 0.33
C 3.030 0.187 2.074 -0.08 -1.17 0.36
C 1.991 -0.483 1.428 -0.87 0.65 0.24
C 1.839 -1.980 1.594 1.62 -1.63 -0.21
O 2.850 -2.654 1.576 -1.16 0.87 -0.30
O 0.619 -2.570 1.722 0.23 1.22 -0.38
C 1.126 0.287 0.626 -0.56 -2.44 0.81
S -0.253 -0.445 -0.223 -0.19 0.50 -0.79
C 1.346 1.618 0.487 -0.62 0.89 -0.82
N 2.352 2.255 1.091 -0.39 -0.20 -0.50
C 2.481 3.712 0.806 1.37 0.36 0.16
C 2.238 4.601 2.018 -1.21 0.59 -0.25
C 0.767 4.614 2.492 0.40 0.03 0.71
S -0.340 4.982 1.101 0.11 -0.67 -0.60
C -2.028 4.871 1.756 -0.60 0.59 1.03
S -2.633 6.176 2.474 0.11 0.01 0.11
N -2.853 3.699 1.672 1.38 -0.44 -0.94
C -2.896 3.118 0.372 -0.10 -0.23 -0.04
C -2.769 3.898 -0.762 0.36 1.56 0.46
C -2.820 3.384 -2.029 0.02 -0.09 -1.00
C -3.045 2.037 -2.217 0.01 -0.20 -0.24
C -3.195 1.255 -1.096 -0.19 -0.89 -0.61
C -3.111 1.767 0.172 -0.29 -0.61 0.85
C -2.562 2.760 2.729 -0.65 0.20 0.49
C -1.376 2.071 2.835 1.06 0.40 -1.25
C -1.093 1.211 3.866 0.36 -0.03 -0.04
C -2.042 1.020 4.851 0.74 -0.48 0.07
C -3.243 1.674 4.732 -0.70 -0.44 1.16
C -3.514 2.531 3.694 -0.72 0.46 -0.15
C 3.182 1.547 1.869 0.96 0.72 1.31
S 4.570 2.363 2.670 -0.35 0.17 -0.23
H 7.205 -0.889 2.437 0.04 -0.11 0.19
H 5.400 -0.662 1.248 -0.23 -0.09 0.15
H 4.124 0.032 3.904 -0.04 -0.10 -0.10
H 3.553 -1.502 3.329 0.22 0.02 -0.25
H 0.554 -3.217 0.999 0.03 -0.42 0.39
H -0.846 -1.187 0.734 0.49 0.36 0.16
H 0.679 2.202 -0.142 0.11 0.12 0.20
H 3.504 3.876 0.447 -0.10 -0.18 0.15
H 1.839 3.938 -0.044 -0.17 -0.09 0.27
H 2.517 5.623 1.734 0.11 -0.20 -0.09
H 2.839 4.335 2.885 0.11 -0.04 -0.24
H 0.673 5.389 3.260 -0.10 -0.09 -0.13
H 0.579 3.656 2.986 -0.36 0.14 -0.21
H -2.604 4.969 -0.647 -0.12 -0.11 -0.05
H -2.689 4.020 -2.898 -0.05 0.12 0.21
H -3.127 1.584 -3.198 0.04 0.19 0.02
H -3.397 0.198 -1.247 0.02 0.06 0.21
H -3.255 1.076 0.997 0.07 0.22 0.07
H -0.622 2.245 2.068 -0.21 -0.12 0.03
H -0.113 0.740 3.873 -0.16 -0.12 0.27
H -1.805 0.363 5.681 -0.27 0.10 0.02
H -3.991 1.503 5.500 -0.01 0.11 -0.13
H -4.479 3.026 3.639 0.13 0.04 -0.06
H 4.044 2.590 3.900 -0.19 -0.27 -0.35
C 1.897 -9.176 -0.437 -0.22 -0.27 -0.06
O 3.079 -8.393 -0.240 0.02 0.01 0.02
C 2.938 -7.103 -0.518 0.07 -0.15 0.05
O 1.931 -6.564 -0.905 -0.02 0.08 0.04
O 4.106 -6.497 -0.293 0.01 0.00 -0.01
C 4.089 -5.098 -0.559 0.11 0.29 -0.06
H 2.142 -10.202 -0.178 0.21 0.08 0.04
H 1.096 -8.832 0.215 -0.01 0.10 -0.09
H 1.582 -9.144 -1.478 -0.06 0.10 0.04
H 3.369 -4.596 0.084 -0.06 -0.02 -0.08
H 3.863 -4.909 -1.608 -0.11 -0.02 0.04
H 5.082 -4.714 -0.339 0.05 -0.21 0.06
C -6.646 1.485 -1.288 0.14 -0.03 0.23
O -7.810 1.995 -1.935 -0.02 -0.01 0.07
C -7.860 1.739 -3.243 -0.13 0.07 -0.03
O -7.029 1.137 -3.874 0.05 -0.02 0.02
O -8.983 2.261 -3.725 0.01 0.02 0.04
C -9.171 2.062 -5.129 -0.14 -0.02 -0.32
H -6.714 1.752 -0.237 -0.19 0.11 -0.05
H -6.605 0.399 -1.370 0.07 0.03 -0.13
H -5.747 1.934 -1.705 -0.02 -0.08 -0.09
H -9.227 1.000 -5.363 0.13 0.01 -0.01
H -8.370 2.535 -5.695 0.07 -0.12 0.03
H -10.114 2.529 -5.399 -0.01 0.05 0.22
C 7.566 2.874 1.472 -0.05 -0.25 -0.04
O 8.699 3.712 1.673 -0.03 -0.02 -0.03
C 8.460 4.993 1.387 0.19 0.03 0.10
O 7.398 5.434 1.019 0.05 -0.02 0.08
O 9.574 5.683 1.580 -0.05 -0.03 -0.01
C 9.460 7.084 1.311 0.09 0.32 -0.03
H 7.857 1.860 1.735 0.18 0.10 0.09
H 6.734 3.182 2.103 0.38 0.16 -0.19
H 7.263 2.892 0.424 -0.08 0.07 0.03
H 8.725 7.544 1.969 -0.08 -0.06 -0.08
H 9.199 7.255 0.268 -0.11 -0.04 0.04
H 10.433 7.526 1.507 0.05 -0.19 0.04
C 2.431 6.918 -4.531 -0.20 0.05 -0.23
O 3.300 7.317 -3.468 0.00 -0.01 0.03
C 4.082 6.346 -3.003 0.00 0.19 0.00
O 4.105 5.207 -3.393 -0.06 -0.08 0.07
O 4.834 6.851 -2.024 -0.05 -0.06 -0.01
C 5.734 5.911 -1.431 0.22 0.07 0.08
H 1.854 7.793 -4.816 0.11 0.09 0.15
H 3.006 6.578 -5.391 0.00 -0.11 0.07
H 1.749 6.138 -4.197 0.10 -0.08 -0.03
H 6.441 5.538 -2.171 -0.12 -0.12 -0.03
H 5.184 5.086 -0.978 0.02 -0.06 -0.11
H 6.281 6.430 -0.655 -0.14 0.16 -0.04
C -0.620 -13.963 -2.366 0.04 -0.17 0.26
O -0.884 -13.531 -3.704 -0.08 0.03 0.00
C -0.593 -12.254 -3.939 -0.24 -0.10 0.01
O -0.145 -11.471 -3.141 0.04 0.07 0.03
O -0.885 -11.990 -5.213 0.00 0.00 -0.02
C -0.624 -10.643 -5.610 0.00 0.22 -0.18
H -0.899 -15.012 -2.310 -0.04 0.02 -0.20
H 0.440 -13.868 -2.133 -0.03 0.09 0.00
H -1.221 -13.399 -1.655 0.09 0.09 -0.03
H 0.435 -10.408 -5.505 -0.04 0.03 0.13
H -1.227 -9.948 -5.029 0.10 -0.01 0.09
H -0.901 -10.561 -6.657 -0.04 -0.19 0.02
C -10.450 -1.155 -10.927 -0.16 0.10 -0.23
O -9.565 -2.028 -10.222 0.02 -0.03 0.00
C -9.341 -1.675 -8.958 0.05 -0.11 -0.06
O -9.808 -0.720 -8.396 -0.02 0.07 0.05
O -8.506 -2.566 -8.420 0.02 -0.03 0.00
C -8.176 -2.308 -7.055 0.12 -0.02 0.24
H -10.550 -1.549 -11.935 0.13 -0.14 0.07
H -11.432 -1.140 -10.455 0.06 0.09 0.08
H -10.037 -0.149 -10.979 -0.05 0.01 0.12
H -9.068 -2.339 -6.431 -0.01 0.12 -0.04
H -7.673 -1.348 -6.954 -0.12 0.04 0.01
H -7.497 -3.096 -6.738 -0.02 -0.07 -0.18
C 2.059 -13.312 -4.703 -0.08 0.11 -0.01
O 3.315 -13.838 -5.132 0.04 0.04 -0.04
C 3.801 -14.789 -4.335 0.06 0.02 -0.09
O 3.276 -15.207 -3.336 -0.02 0.01 0.03
O 4.966 -15.197 -4.837 0.01 0.02 -0.02
C 5.604 -16.225 -4.077 0.21 -0.20 0.07
H 1.764 -12.552 -5.422 0.21 -0.06 -0.13
H 1.303 -14.093 -4.690 0.06 -0.04 0.07
H 2.153 -12.850 -3.722 -0.01 -0.11 0.03
H 4.981 -17.117 -4.038 -0.06 0.07 0.10
H 5.832 -15.875 -3.072 -0.13 -0.03 0.02
H 6.534 -16.466 -4.586 -0.06 0.14 -0.13
C 3.198 1.032 7.972 0.16 0.19 0.20
O 2.643 0.336 6.850 -0.02 -0.02 -0.17
C 1.706 -0.560 7.174 0.06 0.10 -0.03
O 1.320 -0.806 8.282 -0.03 -0.02 0.03
O 1.270 -1.133 6.046 0.03 0.07 -0.17
C 0.252 -2.120 6.247 -0.18 -0.22 -0.07
H 3.940 1.724 7.583 -0.05 -0.07 -0.17
H 2.427 1.597 8.493 -0.03 -0.13 -0.01
H 3.687 0.337 8.651 -0.11 -0.03 0.03
H -0.630 -1.675 6.704 0.08 -0.03 0.14
H 0.626 -2.938 6.859 -0.04 0.09 0.11
H -0.015 -2.506 5.267 0.13 0.12 -0.07
C -5.681 11.133 -1.688 -0.22 0.05 -0.21
O -4.790 11.410 -0.605 0.02 0.01 0.02
C -4.009 10.389 -0.264 -0.04 0.12 0.02
O -3.999 9.300 -0.778 0.02 -0.04 0.01
O -3.235 10.779 0.751 0.02 0.03 0.02
C -2.342 9.771 1.217 0.24 -0.11 0.17
H -6.256 12.038 -1.866 0.11 0.07 0.15
H -5.124 10.886 -2.590 0.01 -0.12 0.06
H -6.364 10.326 -1.428 0.10 -0.08 -0.03
H -1.655 9.469 0.428 -0.11 -0.10 -0.04
H -2.895 8.910 1.590 0.00 -0.02 -0.14
H -1.767 10.197 2.036 -0.13 0.19 -0.03
C -1.509 5.058 5.908 -0.13 0.09 -0.22
O -0.641 4.149 6.589 0.06 -0.08 -0.12
C -0.402 4.471 7.864 0.00 -0.05 0.02
O -0.845 5.424 8.444 0.00 0.01 -0.02
O 0.414 3.548 8.377 0.06 -0.06 -0.07
C 0.755 3.768 9.749 0.11 -0.02 0.28
H -1.624 4.689 4.891 0.10 -0.19 0.07
H -2.489 5.087 6.381 0.06 0.10 0.08
H -1.071 6.056 5.873 -0.07 0.02 0.14
H -0.135 3.745 10.375 0.00 0.11 -0.04
H 1.279 4.715 9.868 -0.13 0.05 0.00
H 1.416 2.958 10.047 -0.05 -0.06 -0.15
```
Positions in Å, forces in eV/Å.

Results
Orbital gap in eV: 5.9669
LUMO level in eV: -4.76
HOMO energy in eV: -10.725
Charge: +1



Record 5
Formula: C6H13N
Source: OMol25
Level of theory: ωB97M-V/def2-TZVPD

XYZ file:
```
20
Properties=species:S:1:pos:R:3:forces:R:3
C -2.230 -1.471 -0.676 0.27 -0.02 -0.16
C -0.778 -1.194 -0.391 -0.89 -0.33 0.40
C -0.325 -0.307 0.490 0.78 -0.19 0.33
C -1.145 0.246 1.627 -0.64 0.05 -1.00
C 1.123 0.087 0.435 1.47 0.06 0.98
C 1.371 1.126 -0.653 -1.08 -0.17 -0.59
N 2.730 1.628 -0.706 0.17 -0.39 0.48
H -2.317 -1.657 -1.746 -0.11 -0.22 -0.06
H -2.589 -2.355 -0.144 -0.19 0.08 -0.02
H -2.867 -0.607 -0.487 -0.02 -0.13 0.29
H -0.104 -1.901 -0.858 0.41 0.53 -0.55
H -1.087 -0.465 2.454 0.13 0.20 0.14
H -0.844 1.242 1.939 0.10 0.01 0.11
H -2.193 0.277 1.315 0.00 0.12 0.28
H 1.503 0.516 1.374 -0.52 0.16 0.05
H 1.820 -0.758 0.344 -0.35 -0.21 -0.57
H 1.012 0.682 -1.595 0.22 -0.03 -0.03
H 0.649 1.927 -0.462 0.26 0.30 0.01
H 3.352 0.826 -0.713 0.14 0.16 -0.05
H 2.920 2.159 -1.545 -0.15 0.02 -0.04
```
Positions in Å, forces in eV/Å.

Results
Relative energy (zero: lowest compared OMol25 entry of this formula, charge and spin) in kJ/mol: 73.9
Orbital gap in eV: 9.8203
Structure (SMILES): C/C=C(\C)CCN
LUMO level in eV: 1.10
HOMO energy in eV: -8.722



Record 6
Formula: C4H5N3
Source: OMol25
Level of theory: ωB97M-V/def2-TZVPD

XYZ file:
```
12
Properties=species:S:1:pos:R:3:forces:R:3
N 2.219 -0.023 -0.003 1.92 2.33 -0.25
C 0.877 0.009 -0.029 -1.23 0.65 0.59
N 0.252 1.218 -0.044 0.76 -0.63 0.13
C -1.056 1.180 0.053 -1.63 0.03 -1.01
C -1.828 0.002 0.045 1.07 -0.90 -0.18
C -1.076 -1.188 -0.023 0.46 1.73 0.13
N 0.266 -1.185 0.013 -0.57 -0.05 -0.37
H 2.565 -0.929 0.260 0.63 0.15 -0.18
H 2.837 0.884 -0.056 -2.03 -2.84 0.35
H -1.591 2.141 -0.053 0.44 -0.38 0.41
H -2.912 -0.052 -0.031 0.32 0.37 0.19
H -1.555 -2.137 -0.162 -0.13 -0.45 0.19
```
Positions in Å, forces in eV/Å.

Results
Relative energy (zero: lowest compared OMol25 entry of this formula, charge and spin) in kJ/mol: 39.8
Orbital gap in eV: 9.6752
Structure (SMILES): Nc1ncccn1
LUMO level in eV: 1.01
HOMO energy in eV: -8.662



Q: Which of these has the highest orbital gap?
A: C2H3NO3



Q: Which of these has the lowest orbital gap?
A: C12H14BrCl2F5KN2O



Q: The highest orbital gap belongs to which entry?
A: C2H3NO3



Q: What is the formula in the sixth record?
A: C4H5N3